Formula: C17H21Cl3N4O3Sn
Source: the Open Molecules 2025 dataset
Level of theory: ωB97M-V/def2-TZVPD

Results
- HOMO energy (eV) = -1.2
- HOMO-LUMO gap (Ha) = 0.1775

ORCA input file:
```
! RIJCOSX wB97M-V def2-TZVPD def2/J DEFGRID3
* xyz -2 1
Sn 0.341 0.920 -0.307
Cl 1.108 -1.739 2.156
Cl -1.888 0.930 3.323
Cl -2.364 3.253 -0.062
O 2.722 2.106 1.490
C 2.008 2.782 2.374
O 0.854 3.117 2.108
O 2.341 2.918 3.567
H 3.518 1.809 1.938
N -3.212 -0.162 -1.318
C -2.369 -0.051 -2.406
C -1.491 -1.109 -2.460
C -1.668 -1.789 -1.159
C -2.756 -1.164 -0.505
H -4.087 0.306 -1.130
H -2.626 0.723 -3.115
H -0.965 -1.441 -3.342
H -1.212 -2.729 -0.888
H -3.206 -1.304 0.467
N 2.810 -1.317 -3.915
C 3.252 -0.896 -2.696
C 2.599 -1.627 -1.700
C 1.775 -2.479 -2.324
C 1.838 -2.231 -3.685
H 3.125 -0.832 -4.742
H 4.041 -0.167 -2.803
H 2.856 -1.557 -0.653
H 1.204 -3.263 -1.848
H 1.267 -2.663 -4.494
N -3.384 -1.779 4.301
C -2.530 -2.526 3.516
C -2.232 -3.722 4.215
C -2.735 -3.527 5.537
C -3.509 -2.351 5.546
H -3.908 -0.994 3.943
H -2.372 -2.174 2.507
H -1.654 -4.509 3.755
H -2.662 -4.202 6.377
H -4.128 -1.842 6.269
N 2.411 4.267 -0.939
C 1.088 4.364 -1.212
C 0.838 3.522 -2.304
C 2.085 3.008 -2.690
C 3.086 3.464 -1.879
H 2.922 4.637 -0.150
H 0.517 5.051 -0.604
H -0.096 3.311 -2.803
H 2.300 2.351 -3.520
H 4.145 3.306 -1.735
*
```